Entry 1:
ORCA calculation (ωB97M-V with the def2-TZVPD basis set) on a cluster of 11 separate species, C44H104O19 in total in a non-equilibrium geometry.

The geometry in XYZ format:
```
167
Properties=species:S:1:pos:R:3
H 0.51 -1.88 -5.87
H -2.14 -3.07 2.58
H -1.16 3.77 -1.32
O -1.39 -2.69 4.42
C 7.23 0.23 0.33
H -1.71 0.83 -1.60
H -5.71 -3.68 5.56
H 8.43 3.85 2.06
C -2.99 0.91 3.83
H 2.60 -6.74 0.47
H -1.04 -2.07 0.58
H 9.38 -1.27 -0.38
H 9.43 -0.92 1.38
H 0.06 2.30 -3.05
H -2.90 4.86 -0.41
H 2.29 0.68 -6.10
O 3.74 4.12 -1.70
C -3.40 -4.12 4.01
O -4.27 -2.97 4.11
H -1.25 -2.21 -2.23
C 3.61 4.19 -3.14
H -6.70 0.18 1.68
O -5.62 2.54 -1.35
C -0.82 -1.04 0.86
H 1.02 0.13 1.08
H -5.35 2.37 0.72
H -3.89 -0.17 6.87
H 0.89 0.96 -1.20
H -3.28 -4.63 4.96
H 5.41 1.35 0.58
H 2.32 1.44 3.68
H -3.07 -4.07 -4.98
H 0.44 -6.18 -0.57
H 0.81 5.15 0.52
H -6.67 5.25 -4.42
O -1.91 -5.05 -3.60
H 2.84 -8.14 2.33
C -7.01 2.60 -1.40
H 1.97 -2.58 -4.00
H 3.09 -0.19 -0.91
C 2.25 -6.34 1.42
H 3.41 0.60 2.61
H 5.56 3.03 -1.84
H -1.88 0.00 -5.98
C -5.62 -3.34 4.53
H -3.85 0.61 1.77
H -2.33 -0.45 6.03
H 7.79 0.79 -0.41
O -3.45 1.02 5.19
H -4.31 -0.62 2.98
C -6.54 0.56 2.69
H -8.54 3.50 -2.66
H 3.88 3.26 -3.63
H -2.10 0.28 3.76
H 7.41 5.39 1.83
H -4.05 1.70 -0.32
H -0.23 -6.94 3.86
H -8.09 4.39 -5.14
H -1.94 6.09 0.44
H -7.33 1.28 2.88
H -0.90 -0.97 1.95
H 2.04 5.66 -3.05
H 5.21 3.73 -0.28
O 7.60 -1.14 0.29
H 2.60 -0.99 -6.61
C -0.01 -2.40 4.14
C 0.59 -0.81 -6.06
O -0.44 3.85 1.40
C -0.81 4.62 -0.73
H -4.01 -0.87 5.31
C -7.07 4.30 -4.77
C 2.86 -2.07 -4.36
H 0.76 -6.30 5.17
C 3.36 1.16 3.55
H -0.52 -3.62 -4.10
H 4.34 4.95 -3.41
C 3.89 0.45 -1.27
H 0.39 -1.81 4.97
C -5.12 1.87 -0.22
O -5.32 1.19 3.07
H -2.77 1.96 3.64
H 3.23 3.81 3.10
H -5.95 -4.07 3.79
H 5.35 -0.37 1.03
H -3.95 -3.14 -2.38
H 0.26 -0.66 -7.09
C 0.66 -6.37 4.08
H -3.80 -4.87 3.34
O 4.39 2.16 3.62
C 8.98 -1.53 0.60
C -3.38 -0.20 5.91
O 1.22 -5.33 1.22
H 0.25 -0.55 -1.79
H 3.80 2.76 1.82
H 0.25 -1.87 3.22
C -3.07 -4.33 -3.92
C -1.85 4.16 1.37
H -5.62 0.91 -0.09
H 1.03 2.44 -4.62
H 1.82 2.11 -3.09
C -1.72 -3.19 -2.31
H 0.81 3.42 -0.20
C 1.97 -7.49 2.42
O 2.66 -0.66 -4.56
H -0.53 -4.98 0.37
H 7.82 4.65 3.35
C -0.94 -4.08 -3.20
C 0.26 4.26 0.22
H -2.03 0.04 -4.27
O 1.08 3.97 -3.14
H 9.06 -2.60 0.79
C -7.45 3.54 -2.55
H -6.28 -2.47 4.46
H 5.40 4.69 3.61
C -1.12 0.67 -0.70
C 5.12 3.89 -1.35
C -2.00 5.03 0.18
H -3.99 -4.91 -3.80
C 0.24 0.12 -0.93
H 4.99 4.99 1.94
H 0.56 -3.33 4.22
C -1.99 -3.62 3.51
C 7.54 4.43 2.32
H -7.51 1.63 -1.49
H -1.03 1.58 -0.12
C 5.72 0.35 0.30
H -0.36 5.33 -1.42
C 0.56 -0.55 0.37
H 7.57 0.70 1.26
H 3.59 1.41 -0.84
H 3.13 -5.79 1.76
O -1.83 -0.26 0.16
H -0.35 -6.69 0.89
H -0.15 -4.61 -2.68
C 2.09 -0.37 -5.88
C 5.27 4.21 2.64
C 0.13 -5.84 0.41
H 1.26 -1.38 0.25
H 3.67 -2.12 -3.63
H 3.02 -2.67 -5.25
O -6.92 3.21 -3.91
H 3.54 0.49 4.39
C 2.21 4.70 -3.55
H 5.72 4.79 -1.50
H -1.89 -3.64 -1.33
C -4.13 0.44 2.81
C -1.46 -0.43 -5.07
H -6.88 -0.24 3.35
H 0.77 -5.34 3.74
H 3.86 0.54 -2.35
O 5.21 0.05 -1.01
H -3.20 -2.19 -3.58
H -7.35 3.07 -0.48
C -3.08 -3.12 -3.03
O -0.07 -0.15 -5.03
H -1.35 -4.46 3.28
H -6.58 4.05 -5.71
H -1.73 -1.49 -5.16
H 1.14 -8.16 2.21
O 6.44 3.61 2.14
H -2.44 3.25 1.25
H 2.17 4.96 -4.61
H -2.04 4.73 2.28
C 0.98 2.62 -3.55
C 4.09 3.23 2.76
O 1.83 -7.08 3.73
H -7.22 4.57 -2.28
```

## Properties
* ΔE to the lowest compared entry with this formula, charge and spin: 219.02 kJ/mol
* total energy: -3167.88521 a.u.
* frontier orbital gap: 9.515 eV
* SMILES string: C1CCOC1.C1CCOC1.C1CCOC1.COCCOC.COCCOC.COCCOC.COCCOC.COCCOC.COCCOC.COCCOC.COCCOC
* E_LUMO: 0.57 eV
* HOMO level: -0.329 Ha


Entry 2:
ORCA calculation (ωB97M-V with the def2-TZVPD basis set) on a cluster of 10 separate species, C44H115N11O17 in total in a non-equilibrium geometry.

The geometry in XYZ format:
```
187
Properties=species:S:1:pos:R:3
H -1.17 -0.11 4.87
H -2.79 -5.37 1.87
H 3.64 3.17 -4.52
H -8.35 6.11 2.22
H -2.49 -4.41 4.33
H 5.33 -3.07 2.76
H -0.23 -1.57 -4.99
H 2.95 0.64 -4.27
H -5.86 3.49 -0.28
H -3.64 2.35 -7.76
C 1.09 3.05 1.91
H 1.80 -1.81 -2.93
O 4.58 3.86 -6.17
H 4.61 1.01 -2.47
N -1.94 -5.01 2.30
C 3.93 1.50 -5.84
C 3.86 1.49 -1.84
H 1.83 0.77 3.26
H 4.92 5.24 -7.77
C -8.83 7.94 4.06
H -0.56 3.38 -0.24
H 5.00 -0.78 -4.87
H -0.59 2.00 2.61
H 1.36 4.06 1.60
H -1.13 -4.31 -0.03
H -1.64 2.94 -4.14
H -3.44 -2.72 -1.61
H 2.62 -4.33 -2.10
H -2.39 -3.99 -2.03
O 5.44 -0.64 2.22
H 4.18 -0.60 3.94
H -2.57 -2.97 2.21
H 4.27 -2.36 -5.13
N 0.42 -1.25 5.97
H 1.17 2.36 1.07
H -0.39 3.44 3.46
H -4.13 2.27 2.49
H -0.81 -3.82 -3.93
H 2.01 -1.06 0.77
H 6.83 -4.33 4.48
H 1.22 -1.66 6.43
O -3.54 -6.90 3.59
C -2.61 3.95 -0.49
C -3.31 -3.80 -1.48
C 4.50 -1.25 3.14
C -7.46 4.48 3.51
H -8.11 8.47 4.69
H 3.59 -1.53 2.61
O 2.69 1.53 -2.59
C -2.70 2.34 -7.21
H -4.15 -4.39 -1.84
H -1.55 -7.30 3.79
C -4.93 3.91 -0.66
O -1.80 -0.28 -2.24
H -2.60 -1.47 -3.79
C 1.70 -3.79 -1.86
C 4.79 -2.17 -2.65
H 4.49 -3.21 -2.81
H -8.04 2.16 4.98
C -2.29 -6.59 4.15
C 2.04 1.72 3.76
C 5.15 -2.55 3.70
H -4.13 -8.53 4.80
H 4.83 -1.81 -1.62
H -8.92 8.37 3.06
N -0.05 -2.45 -3.08
N -0.61 -0.67 4.24
O 2.17 2.83 2.84
H -0.52 -5.30 -3.94
N 6.37 -2.23 4.39
C -0.79 2.98 -4.83
H -0.83 -3.21 2.27
H -0.42 -0.27 -1.13
H 8.76 -2.19 5.61
N 2.88 0.66 -5.28
C 3.63 2.98 -5.59
C -1.03 3.78 -6.12
H 2.09 -1.26 -5.46
H -4.96 4.95 -0.33
H 0.35 -0.44 -3.88
C 0.15 -0.52 0.69
H -9.28 3.95 4.19
H 4.92 1.38 -5.39
H -0.40 -2.10 -2.20
H 2.10 -3.68 1.42
C -0.34 -1.28 -3.94
H -0.45 2.86 -2.40
O -5.94 2.06 3.20
C 8.48 -3.18 5.24
H -2.83 1.78 -6.28
C -7.23 1.52 3.05
C -0.35 3.05 2.45
H 2.64 3.26 -5.96
C -4.91 1.51 2.48
H 4.25 2.49 -1.63
H -2.25 -6.86 5.21
N -8.66 3.55 3.50
O -3.79 3.24 -0.14
O -8.73 6.50 4.15
H -0.87 1.95 -5.19
H -7.12 0.48 3.35
O -2.34 3.66 -6.77
H 1.22 -1.19 2.31
C -7.84 5.92 3.16
O 1.28 -1.80 3.94
H 2.94 1.79 4.37
H -1.62 2.07 0.35
C 0.43 2.50 -2.94
H 1.22 1.87 4.46
H -2.62 4.98 -0.12
H -2.99 0.62 -0.85
O 3.89 -1.31 -3.34
C -4.03 -8.22 3.76
O -3.15 -4.03 -0.07
C 0.44 -1.28 4.67
H 2.16 3.59 -2.61
H 0.29 1.42 -3.03
H -3.56 -9.06 3.24
C -1.48 3.15 0.29
H -4.91 3.85 -1.75
C 1.38 -2.82 -3.02
N 1.20 -0.89 1.35
H -0.26 3.56 -6.85
H -2.38 4.06 -1.55
O -0.90 -0.33 1.25
H 3.23 5.18 -7.37
C 10.55 -3.39 4.07
H -9.81 8.16 4.48
H 5.64 1.06 1.18
C 4.08 -1.35 -4.74
C -8.32 2.20 3.92
O 1.86 -3.16 -0.56
H 4.03 3.98 -8.31
C -1.81 -0.73 -3.63
H -0.37 -0.75 6.36
H -6.93 6.52 3.16
H 1.72 2.83 -1.19
H -2.06 0.11 -4.28
C -1.76 -3.61 1.86
H -5.01 -8.26 3.28
O 9.13 -3.47 3.98
H 3.95 0.56 1.36
C 2.12 -4.16 0.45
H 6.56 -3.55 5.98
H 1.17 2.69 -4.76
H 3.14 -4.54 0.35
H 1.33 -0.62 -0.94
H 1.43 -5.01 0.40
C 7.02 -3.39 5.01
C -1.90 -5.17 3.81
C -1.87 -3.59 0.32
C -3.04 0.40 -1.91
H 10.64 -2.31 4.17
H -0.92 -4.97 4.24
H -1.91 1.93 -7.83
C 1.81 2.62 -2.25
H 4.41 -3.04 4.32
H -4.53 0.60 2.94
H 3.70 0.88 -0.95
H 1.63 -3.29 -3.97
H 4.88 1.23 2.76
H -3.11 1.35 -2.44
H 5.76 -2.00 -3.11
C 4.92 0.61 1.86
H 0.85 -4.47 -1.81
H -6.94 4.57 4.46
H -1.67 -2.57 0.01
H 3.86 1.40 -6.93
H 8.78 -3.97 5.93
N 0.41 -0.42 -0.58
H -6.71 4.35 2.73
H 10.95 -3.80 3.15
H 10.90 -3.89 4.97
H -7.54 1.42 2.01
C 4.14 4.58 -7.40
H -2.27 3.85 2.04
O -0.97 -4.62 -4.43
N 0.49 3.16 -4.18
N -1.35 3.69 1.65
H -5.17 1.24 1.45
H 3.28 -0.95 -6.65
H -0.78 -0.46 3.27
C 3.03 -0.75 -5.60
H -3.97 -0.14 -2.12
H -0.99 4.83 -5.83
H 6.99 -1.71 3.79
H -9.22 1.59 3.89
```

## Properties
* ΔE to the lowest compared entry with this formula, charge and spin: 388.62 kJ/mol
* total energy: -3626.45375 a.u.
* frontier orbital gap: 8.706 eV
* SMILES string: COCCNCCOC.COCCNCCOC.COCCNCCOC.COCCNCCOC.COCCNCCOC.COCCNCCOC.COCCNCCOC.NC(N)=O.NC(N)=O.O
* E_LUMO: 0.42 eV
* HOMO level: -0.305 Ha